[1]
Molecular formula: C18H56N2O9
Method: DFT, ωB97M-V/def2-TZVPD

XYZ file:
```
85
C18H56N2O9 | OMol25 | ωB97M-V/def2-TZVPD
C 12.569 2.401 21.019
O 12.701 3.419 21.985
C 11.539 4.300 22.096
C 11.900 5.660 22.772
C 10.935 6.867 22.482
N 13.199 6.176 22.407
H 13.355 1.654 21.132
H 12.642 2.806 20.010
H 11.590 1.943 21.160
H 11.199 4.471 21.074
H 10.736 3.738 22.573
H 11.939 5.528 23.853
H 9.892 6.553 22.435
H 11.273 7.376 21.579
H 11.022 7.495 23.369
H 13.764 5.340 22.348
H 13.274 6.528 21.464
C 20.383 2.883 16.655
O 19.755 2.879 17.875
C 20.503 2.369 19.000
C 19.571 2.127 20.188
C 20.346 1.903 21.504
N 18.736 1.033 19.967
H 21.216 3.585 16.641
H 19.711 3.242 15.875
H 20.734 1.916 16.294
H 21.017 1.455 18.703
H 21.229 3.138 19.265
H 19.075 3.086 20.335
H 20.940 2.803 21.663
H 21.017 1.072 21.288
H 19.638 1.785 22.325
H 19.308 0.247 20.240
H 18.601 0.925 18.972
C 13.617 -1.369 21.641
C 12.489 -2.299 22.119
O 12.575 -3.573 21.499
H 13.529 -1.133 20.580
H 14.621 -1.776 21.760
H 13.612 -0.420 22.176
H 11.571 -1.796 21.813
H 12.564 -2.412 23.200
H 12.437 -4.213 22.201
C 16.826 4.139 16.951
C 16.566 3.620 18.406
O 15.435 2.746 18.468
H 17.236 3.440 16.222
H 17.626 4.865 17.096
H 15.980 4.652 16.495
H 16.460 4.437 19.119
H 17.426 3.066 18.783
H 15.475 2.251 19.290
C 17.108 -0.546 23.482
C 16.738 0.547 24.489
O 15.849 1.244 23.719
H 16.194 -1.030 23.137
H 17.676 -1.252 24.087
H 17.614 -0.236 22.568
H 17.559 1.234 24.695
H 16.185 0.260 25.384
H 15.421 1.905 24.268
C 17.926 -2.020 19.359
C 19.367 -2.405 19.423
O 20.273 -1.435 19.894
H 17.128 -2.741 19.185
H 17.742 -1.121 18.769
H 17.617 -1.755 20.370
H 19.768 -2.630 18.435
H 19.410 -3.332 19.994
H 21.160 -1.681 19.623
C 15.222 -0.941 17.816
C 14.050 -0.219 17.223
O 14.417 1.000 16.647
H 16.022 -1.105 17.094
H 14.923 -1.921 18.186
H 15.605 -0.312 18.620
H 13.304 -0.052 18.000
H 13.600 -0.913 16.513
H 14.846 1.580 17.281
O 15.440 3.816 22.323
H 15.774 3.013 21.923
H 14.513 3.636 22.483
O 16.120 1.361 20.861
H 17.003 1.101 20.596
H 16.016 0.997 21.740
```

Computed properties:
strongest force on any atom: 3.3 eV/A
total energy: -40978.844 eV
HOMO level: -9.13 eV
LUMO energy: 0.353 eV
gap between HOMO and LUMO: 9.5 eV
2S+1: 1


[2]
Molecular formula: C5H5NS2
Method: DFT, ωB97M-V/def2-TZVPD

XYZ file:
```
13
C5H5NS2 | OMol25 | ωB97M-V/def2-TZVPD
C 0.854 1.216 0.026
C 0.977 -0.197 -0.482
C -0.356 -0.702 -0.402
C -0.635 -1.045 1.130
C -1.326 0.213 -0.895
H 1.149 1.179 1.240
H -0.389 1.661 -0.188
H 1.735 2.211 -0.619
H -0.822 -1.823 -0.876
H -1.785 -1.292 1.323
N -2.232 0.866 -1.275
S 2.221 -1.030 -1.107
S 0.609 -1.257 2.125
```

Computed properties:
strongest force on any atom: 6.6 eV/A
total energy: -28420.699 eV
HOMO level: -9.21 eV
LUMO energy: -1.148 eV
gap between HOMO and LUMO: 8.1 eV
2S+1: 1


[3]
Molecular formula: C5H12N2
Method: DFT, ωB97M-V/def2-TZVPD

XYZ file:
```
19
C5H12N2 | OMol25 | ωB97M-V/def2-TZVPD
H -3.180 -0.678 -1.331
N -3.317 -1.140 -0.428
C -2.244 -1.148 0.242
N -0.996 -0.670 -0.166
C 0.132 -0.985 0.703
C 1.483 -0.385 0.239
C 1.427 0.842 -0.661
C 0.651 2.014 -0.031
H -2.271 -1.499 1.273
H -0.802 -0.943 -1.121
H 0.277 -2.066 0.776
H -0.055 -0.664 1.729
H 2.066 -0.181 1.140
H 2.050 -1.173 -0.262
H 2.426 1.205 -0.897
H 0.919 0.552 -1.581
H -0.401 1.757 0.030
H 1.040 2.240 0.960
H 0.795 2.921 -0.615
```

Computed properties:
strongest force on any atom: 1.0 eV/A
total energy: -8359.356 eV
HOMO level: -9.21 eV
LUMO energy: 0.980 eV
gap between HOMO and LUMO: 10.2 eV
2S+1: 1


[4]
Molecular formula: C5H8S
Method: DFT, ωB97M-V/def2-TZVPD

XYZ file:
```
14
C5H8S | OMol25 | ωB97M-V/def2-TZVPD
C 1.010 1.507 0.288
C -0.042 0.380 0.290
S -1.336 0.735 1.578
C -0.425 -0.255 -0.993
C -0.959 -1.561 -0.636
C 0.362 -1.061 -0.071
H 0.749 2.357 0.887
H 1.020 1.825 -0.670
H 2.006 1.189 0.654
H -0.604 0.468 2.598
H -0.338 0.080 -2.087
H -1.960 -1.890 -0.154
H -0.760 -2.265 -1.426
H 1.277 -1.508 -0.259
```

Computed properties:
strongest force on any atom: 3.6 eV/A
total energy: -16146.866 eV
HOMO level: -8.88 eV
LUMO energy: 1.014 eV
gap between HOMO and LUMO: 9.9 eV
2S+1: 1


Let's list energy above the lowest of the compared OMol25 structures with the same formula, charge and spin in order: 0.0 121.7 18.0 63.9 kcal per mole.